1.
{"formula": "C6H14N2", "method": "ωB97M-V/def2-TZVPD", "species": ["C", "C", "C", "N", "H", "H", "H", "H", "H", "C", "C", "N", "C", "H", "H", "H", "H", "H", "H", "H", "H", "H"], "positions_angstrom": [[-0.260, -1.881, 2.382], [-0.373, -2.942, 1.569], [-1.426, -0.223, 1.312], [-1.157, -0.823, 2.383], [0.516, -1.823, 3.135], [-1.183, -3.019, 0.857], [0.309, -3.775, 1.661], [-2.203, 0.536, 1.322], [-0.876, -0.399, 0.388], [-0.436, 2.613, -1.735], [0.021, 1.160, -1.642], [1.046, 1.005, -0.635], [1.703, -0.268, -0.515], [-1.205, 2.709, -2.498], [0.396, 3.269, -1.985], [-0.868, 2.958, -0.794], [0.438, 0.847, -2.602], [-0.852, 0.517, -1.448], [0.767, 1.362, 0.285], [2.567, -0.178, 0.143], [1.040, -1.050, -0.086], [2.035, -0.597, -1.498]], "forces_ev_per_a": [[0.31, -0.39, -0.40], [0.21, 0.35, 0.13], [-0.22, 0.54, 0.26], [-0.09, -0.07, 0.15], [-0.08, -0.06, 0.12], [-0.10, -0.05, 0.04], [0.00, -0.01, -0.01], [-0.03, 0.02, -0.11], [-0.15, -0.35, -0.16], [-0.12, 0.03, 0.27], [0.49, 1.35, -0.96], [-1.80, -2.10, 0.92], [1.12, 0.39, -0.52], [0.04, -0.02, -0.05], [0.01, -0.01, -0.09], [0.00, -0.04, 0.00], [0.04, -0.22, 0.09], [0.30, -0.21, 0.38], [0.45, 0.67, -0.22], [-0.07, -0.02, 0.11], [-0.21, 0.28, 0.08], [-0.09, -0.09, -0.02]], "mulliken_spin": [0.015, 0.039, 0.013, 0.021, -0.001, 0.000, 0.000, 0.001, -0.020, 0.022, 0.014, 0.740, 0.032, -0.002, -0.001, -0.001, 0.014, 0.057, -0.023, 0.011, 0.063, 0.007], "charge": 1, "multiplicity": 2, "max_force_ev_per_a": 2.92, "de_lowest_kcal_mol": 49.0}

---

2.
{"formula": "C13H7IrN5O9S", "method": "ωB97M-V/def2-TZVPD", "species": ["Ir", "O", "C", "O", "C", "C", "C", "C", "C", "C", "O", "N", "O", "O", "N", "O", "O", "H", "H", "S", "C", "N", "C", "N", "C", "C", "C", "O", "N", "C", "O", "H", "H", "H", "H", "H"], "positions_angstrom": [[-0.588, 0.339, 0.076], [2.964, -1.602, 0.521], [1.939, -0.976, 0.723], [1.024, -0.837, -0.182], [1.783, -0.311, 2.094], [2.943, -0.283, 2.847], [2.952, 0.248, 4.125], [1.799, 0.727, 4.711], [0.631, 0.670, 3.986], [0.581, 0.200, 2.648], [-0.564, 0.250, 2.019], [-0.577, 1.143, 4.672], [-0.429, 2.019, 5.514], [-1.637, 0.629, 4.396], [4.195, 0.280, 4.893], [5.212, -0.106, 4.348], [4.147, 0.696, 6.038], [3.838, -0.695, 2.405], [1.799, 1.126, 5.713], [-4.355, -2.413, -0.918], [-2.969, -1.609, -0.700], [-1.951, -1.048, -0.555], [2.640, 4.933, 0.560], [1.378, 4.210, 0.489], [0.192, 4.829, 0.712], [-0.993, 4.182, 0.688], [-0.926, 2.783, 0.429], [-1.894, 1.960, 0.422], [0.269, 2.178, 0.193], [1.470, 2.827, 0.220], [2.550, 2.313, 0.031], [2.428, 5.999, 0.600], [3.243, 4.705, -0.315], [3.203, 4.635, 1.444], [0.260, 5.890, 0.917], [-1.932, 4.675, 0.876]], "forces_ev_per_a": [[0.01, -0.50, -0.77], [-0.13, -0.05, 0.05], [0.27, 0.19, -0.11], [-0.64, -0.19, -0.04], [0.00, 0.01, 0.00], [-0.06, 0.05, -0.06], [0.07, -0.01, 0.09], [-0.03, -0.06, -0.02], [0.02, 0.06, 0.10], [-0.06, -0.21, -0.20], [0.11, 0.18, 0.18], [0.03, -0.01, -0.07], [-0.02, 0.01, -0.04], [0.02, 0.01, 0.05], [-0.03, 0.00, -0.07], [-0.01, 0.00, 0.03], [0.01, 0.00, -0.01], [0.01, 0.01, 0.02], [0.01, 0.01, 0.00], [0.12, 0.09, -0.04], [-0.13, -0.20, -0.01], [0.55, 0.13, 0.54], [0.00, -0.01, 0.00], [0.02, 0.01, -0.06], [-0.01, 0.02, 0.01], [0.03, 0.04, -0.04], [0.07, -0.15, 0.23], [0.00, 0.32, -0.41], [-0.21, 0.37, 0.58], [-0.03, -0.11, 0.01], [0.03, 0.00, 0.06], [0.01, 0.00, 0.01], [-0.01, 0.01, -0.01], [0.00, -0.01, 0.00], [-0.01, 0.00, 0.01], [0.00, 0.00, 0.00]], "mulliken_charge": [0.871, -0.707, 0.926, -0.634, 0.117, -0.721, -0.487, -0.321, -0.320, 1.104, -0.917, 1.009, -0.637, -0.556, 1.055, -0.630, -0.651, 0.599, 0.589, -0.459, 0.536, -0.543, -0.931, 0.080, 0.303, -1.186, 1.065, -0.694, -0.340, 0.444, -0.618, 0.299, 0.311, 0.302, 0.310, 0.432], "charge": -1, "max_force_ev_per_a": 0.92, "de_lowest_kcal_mol": 0.0}

---

3.
{"formula": "C16H22N4O2S", "method": "ωB97M-V/def2-TZVPD", "species": ["C", "C", "C", "C", "C", "N", "C", "O", "N", "C", "C", "C", "C", "N", "C", "O", "C", "C", "C", "C", "C", "N", "S", "H", "H", "H", "H", "H", "H", "H", "H", "H", "H", "H", "H", "H", "H", "H", "H", "H", "H", "H", "H", "H", "H"], "positions_angstrom": [[-3.031, -1.276, 0.480], [-1.550, -1.510, 0.731], [-0.798, -2.143, -0.465], [-1.390, -3.498, -0.874], [-0.843, -1.212, -1.602], [-0.846, -0.459, -2.469], [0.655, -2.375, -0.003], [0.876, -3.141, 0.915], [1.634, -1.688, -0.628], [3.008, -1.768, -0.144], [3.840, -0.665, -0.747], [3.814, 0.585, -0.303], [2.960, 1.064, 0.844], [2.570, 2.477, 0.737], [1.999, 2.923, -0.454], [2.500, 3.799, -1.120], [0.744, 2.196, -0.889], [-0.379, 2.175, 0.104], [-1.709, 2.152, -0.202], [-2.511, 2.098, 0.971], [-4.008, 2.122, 0.982], [-1.845, 2.065, 2.102], [-0.230, 2.134, 1.808], [-3.470, -0.768, 1.338], [-3.193, -0.648, -0.398], [-3.573, -2.211, 0.338], [-1.063, -0.563, 0.983], [-1.400, -2.184, 1.574], [-0.813, -3.944, -1.683], [-1.355, -4.161, -0.012], [-2.420, -3.385, -1.207], [1.420, -1.067, -1.391], [2.988, -1.699, 0.944], [3.427, -2.748, -0.379], [4.481, -0.918, -1.583], [4.436, 1.337, -0.780], [2.061, 0.452, 0.938], [3.496, 0.962, 1.789], [3.351, 3.087, 0.952], [0.408, 2.658, -1.814], [1.024, 1.167, -1.143], [-2.095, 2.163, -1.211], [-4.415, 1.732, 0.050], [-4.393, 1.537, 1.815], [-4.363, 3.147, 1.104]], "forces_ev_per_a": [[0.00, 0.00, 0.00], [0.00, -0.02, -0.01], [0.00, 0.03, 0.02], [0.01, -0.01, -0.02], [-0.02, 0.01, 0.03], [0.01, 0.00, -0.03], [0.01, -0.01, -0.03], [-0.01, 0.00, 0.02], [0.00, 0.03, 0.10], [0.03, -0.01, -0.04], [-0.02, 0.01, 0.03], [0.00, 0.02, 0.01], [-0.31, -0.06, 0.11], [0.37, 0.25, -0.09], [0.18, -0.47, -0.27], [-0.23, 0.30, 0.24], [0.00, 0.02, -0.03], [0.00, 0.01, -0.01], [-0.01, -0.01, 0.00], [0.01, -0.01, 0.01], [0.00, 0.02, 0.00], [-0.02, 0.00, -0.01], [0.03, -0.01, 0.01], [0.00, 0.00, 0.00], [0.00, 0.00, 0.00], [0.00, 0.00, 0.00], [0.00, 0.00, 0.00], [0.00, 0.00, 0.00], [0.00, 0.00, 0.00], [-0.01, 0.00, 0.00], [0.00, 0.00, 0.00], [0.00, -0.03, -0.04], [-0.02, -0.02, 0.00], [0.01, 0.01, -0.03], [0.01, -0.01, 0.01], [0.00, 0.00, 0.00], [0.00, 0.00, 0.01], [0.01, -0.01, 0.00], [0.00, -0.01, 0.00], [0.00, -0.01, 0.00], [0.00, 0.00, 0.02], [0.00, 0.00, 0.00], [0.00, -0.01, 0.00], [0.01, 0.01, 0.01], [-0.01, 0.00, -0.02]], "mulliken_charge": [-1.338, -0.375, 2.601, -2.071, -0.524, -0.587, -0.032, -0.664, -0.168, -0.937, -0.599, -0.161, -0.477, -0.116, -0.043, -0.615, 0.232, 0.558, -0.564, 0.500, -1.387, -0.583, 0.090, 0.354, 0.246, 0.440, -0.045, 0.570, 0.467, 0.401, 0.479, 0.351, 0.388, 0.460, 0.408, 0.414, 0.016, 0.408, 0.322, 0.500, -0.309, 0.342, 0.318, 0.337, 0.393], "max_force_ev_per_a": 0.57, "de_lowest_kcal_mol": 27.8}

---

4.
{"formula": "C2H8N4O", "method": "ωB97M-V/def2-TZVPD", "species": ["C", "C", "N", "N", "N", "N", "O", "H", "H", "H", "H", "H", "H", "H", "H"], "positions_angstrom": [[-2.031, -0.128, -0.027], [-0.584, 0.008, 0.096], [-2.684, -0.992, 0.682], [0.447, 0.069, 0.520], [-2.586, 0.626, -1.030], [3.152, 0.233, 0.434], [2.877, -0.109, -0.938], [-2.188, -1.646, 1.298], [-3.725, -1.057, 0.680], [3.720, 1.027, 0.520], [3.640, -0.510, 0.887], [-2.374, 1.540, -1.276], [-3.610, 0.566, -1.234], [2.263, 0.358, 0.879], [3.683, 0.015, -1.491]], "forces_ev_per_a": [[-0.83, 2.00, -3.07], [-4.08, -0.53, -0.07], [-0.51, -0.64, 0.56], [3.30, 0.33, 0.98], [-2.30, -2.91, 1.90], [0.46, -1.24, -2.24], [0.07, 0.34, 0.97], [-0.28, 0.34, -0.30], [1.10, 0.12, -0.14], [0.98, 1.96, -0.05], [0.55, -1.24, 0.43], [1.90, 1.94, -0.37], [1.01, -0.66, 0.54], [-1.21, 0.17, 0.15], [-0.17, 0.03, 0.69]], "mulliken_charge": [0.425, 0.099, -0.272, -0.147, -0.383, -0.088, -0.335, 0.290, 0.289, 0.391, 0.372, 0.286, 0.281, 0.414, 0.377], "charge": 2, "max_force_ev_per_a": 4.16, "de_lowest_kcal_mol": 11.9}

---

5.
{"formula": "C54H40F5N2O6P2RuS2Te", "method": "ωB97M-V/def2-TZVPD", "species": ["Ru", "C", "C", "C", "C", "C", "C", "C", "C", "P", "C", "C", "C", "C", "C", "C", "C", "C", "C", "C", "C", "C", "C", "O", "C", "C", "C", "C", "C", "C", "P", "C", "C", "C", "C", "C", "C", "C", "C", "C", "C", "C", "C", "H", "H", "H", "H", "H", "H", "H", "H", "H", "H", "H", "H", "H", "H", "H", "H", "H", "H", "H", "H", "H", "H", "H", "H", "H", "H", "H", "H", "H", "H", "H", "H", "F", "Te", "F", "F", "F", "F", "O", "O", "C", "N", "C", "O", "C", "C", "C", "C", "C", "C", "H", "H", "H", "H", "O", "S", "O", "N", "C", "S", "C", "C", "C", "C", "C", "C", "H", "H", "H", "H"], "positions_angstrom": [[-0.285, -0.553, 0.657], [3.452, 4.519, -2.302], [3.119, 3.948, -0.909], [3.911, 4.690, 0.182], [3.500, 2.483, -0.873], [4.830, 2.123, -1.050], [5.254, 0.809, -0.989], [4.322, -0.177, -0.743], [2.979, 0.145, -0.592], [1.839, -1.253, -0.316], [2.099, -2.248, -1.802], [1.937, -3.633, -1.789], [2.020, -4.348, -2.971], [2.245, -3.693, -4.172], [2.379, -2.312, -4.192], [2.302, -1.590, -3.015], [2.659, -2.097, 1.073], [3.497, -3.203, 0.989], [4.006, -3.771, 2.147], [3.694, -3.242, 3.389], [2.875, -2.125, 3.479], [2.358, -1.565, 2.326], [2.556, 1.478, -0.666], [1.208, 1.725, -0.542], [0.758, 3.031, -0.607], [-0.622, 3.260, -0.587], [-1.100, 4.566, -0.549], [-0.243, 5.646, -0.526], [1.113, 5.406, -0.621], [1.630, 4.118, -0.681], [-1.993, 2.064, -0.841], [-3.150, 2.552, 0.461], [-4.513, 2.771, 0.300], [-5.296, 3.016, 1.415], [-4.731, 3.034, 2.682], [-3.367, 2.840, 2.840], [-2.575, 2.610, 1.728], [-2.322, 2.390, -2.584], [-3.287, 3.274, -3.041], [-3.475, 3.433, -4.404], [-2.697, 2.715, -5.299], [-1.714, 1.854, -4.842], [-1.519, 1.688, -3.481], [4.514, 4.417, -2.523], [3.194, 5.576, -2.356], [2.888, 3.992, -3.072], [4.982, 4.555, 0.047], [3.639, 4.307, 1.166], [3.705, 5.759, 0.156], [5.561, 2.896, -1.244], [6.296, 0.559, -1.129], [4.619, -1.215, -0.677], [1.732, -4.148, -0.859], [1.895, -5.422, -2.951], [2.300, -4.257, -5.093], [2.535, -1.798, -5.130], [2.399, -0.512, -3.029], [3.756, -3.626, 0.027], [4.648, -4.639, 2.076], [4.077, -3.705, 4.288], [2.627, -1.679, 4.432], [1.738, -0.677, 2.399], [-2.172, 4.721, -0.539], [-0.623, 6.655, -0.458], [1.791, 6.246, -0.660], [-4.963, 2.713, -0.680], [-6.359, 3.183, 1.299], [-5.360, 3.195, 3.548], [-2.910, 2.869, 3.819], [-1.508, 2.473, 1.852], [-3.896, 3.826, -2.338], [-4.237, 4.108, -4.770], [-2.866, 2.815, -6.362], [-1.129, 1.278, -5.546], [-0.734, 1.040, -3.110], [-3.887, -0.194, -3.886], [-2.953, -0.953, -2.254], [-3.989, 0.568, -1.323], [-3.090, -2.022, -0.568], [-2.811, -2.598, -3.395], [-4.745, -1.621, -2.164], [-1.470, 0.643, -0.697], [-0.704, -2.002, -1.523], [-0.764, -2.963, -0.747], [-0.420, -2.833, 0.545], [-0.586, -4.027, 1.231], [-0.384, -4.204, 2.407], [-1.022, -5.033, 0.205], [-1.279, -6.380, 0.318], [-1.625, -7.067, -0.846], [-1.699, -6.413, -2.069], [-1.445, -5.046, -2.178], [-1.113, -4.375, -1.023], [-1.220, -6.882, 1.274], [-1.842, -8.125, -0.794], [-1.966, -6.972, -2.956], [-1.522, -4.532, -3.126], [1.478, 0.746, 4.076], [0.061, 0.970, 4.071], [-0.381, 2.329, 4.183], [-0.639, 0.272, 2.714], [-1.639, -0.526, 3.073], [-2.627, -1.181, 1.904], [-1.752, -0.780, 4.513], [-2.591, -1.684, 5.144], [-2.455, -1.848, 6.515], [-1.506, -1.126, 7.232], [-0.670, -0.213, 6.599], [-0.812, -0.064, 5.239], [-3.306, -2.252, 4.565], [-3.083, -2.559, 7.031], [-1.410, -1.283, 8.297], [0.075, 0.350, 7.144]], "forces_ev_per_a": [[-2.64, -2.76, -1.14], [0.03, -0.02, 0.07], [0.08, 0.06, -0.02], [-0.06, -0.04, -0.04], [-0.25, 0.08, 0.03], [0.00, -0.08, -0.01], [0.07, -0.04, -0.01], [-0.09, 0.09, -0.04], [-0.42, -0.02, -0.05], [0.85, 1.00, 0.94], [-0.50, -0.04, -0.09], [0.10, 0.13, 0.03], [0.05, -0.11, 0.02], [-0.04, 0.02, 0.05], [0.03, -0.02, -0.08], [0.02, 0.04, 0.16], [-0.31, -0.10, 0.13], [-0.03, 0.05, -0.13], [0.08, -0.07, -0.02], [-0.09, 0.02, 0.05], [0.00, 0.04, -0.01], [0.08, 0.06, -0.18], [0.46, -0.15, -0.04], [0.03, 0.05, -0.07], [-0.15, 0.48, 0.03], [-0.34, -0.27, 0.10], [0.14, -0.04, 0.07], [-0.01, 0.03, -0.04], [-0.07, 0.01, 0.02], [0.12, -0.25, -0.01], [0.50, 0.37, 0.21], [0.10, -0.04, -0.35], [-0.03, -0.10, -0.10], [-0.08, 0.08, 0.01], [0.01, -0.02, -0.03], [0.01, -0.02, 0.02], [-0.02, 0.08, 0.00], [-0.16, -0.19, 0.31], [-0.05, -0.02, 0.04], [0.00, 0.06, 0.04], [0.01, -0.04, -0.07], [-0.01, -0.06, 0.02], [0.15, 0.36, 0.00], [0.03, 0.01, 0.00], [0.00, 0.03, 0.00], [-0.01, 0.00, -0.01], [0.03, 0.02, -0.01], [0.01, 0.02, 0.04], [0.00, 0.03, 0.02], [0.00, 0.06, 0.03], [0.02, 0.01, 0.01], [0.07, -0.01, -0.01], [0.00, -0.04, -0.02], [-0.01, -0.02, 0.00], [0.00, -0.01, -0.02], [0.01, 0.03, -0.01], [0.00, 0.01, -0.06], [0.02, -0.02, 0.00], [0.02, -0.01, -0.01], [0.04, 0.00, 0.01], [0.02, -0.03, 0.04], [0.11, -0.15, 0.07], [-0.01, 0.10, 0.05], [-0.01, 0.02, -0.04], [0.05, 0.01, 0.00], [-0.02, -0.12, 0.00], [-0.01, -0.03, -0.04], [0.01, 0.04, 0.01], [0.03, 0.00, 0.03], [-0.03, 0.04, 0.04], [-0.07, 0.00, -0.03], [-0.02, 0.00, 0.02], [-0.02, 0.03, -0.03], [0.05, 0.02, 0.00], [-0.07, -0.10, -0.03], [1.12, 0.09, 0.49], [-4.95, -1.29, -2.08], [0.69, 0.00, 0.04], [0.50, 0.11, 0.02], [0.51, 0.51, 0.61], [0.42, 0.08, 0.00], [1.32, 0.06, 1.06], [0.93, 0.47, 0.70], [-0.07, -0.41, -0.07], [0.40, 1.98, 0.31], [0.00, -0.24, 0.56], [-0.05, 0.04, -0.12], [0.01, 0.13, -0.33], [0.00, -0.03, 0.06], [-0.01, 0.01, 0.07], [0.03, 0.02, -0.01], [-0.02, 0.06, -0.13], [-0.12, -0.30, 0.26], [0.02, 0.00, 0.02], [0.01, 0.00, -0.01], [-0.03, -0.01, 0.00], [-0.07, 0.10, 0.03], [-0.08, -0.17, 0.09], [0.59, 0.17, 0.09], [-0.20, -0.09, -0.01], [0.79, -0.38, -0.66], [-1.04, -0.35, -0.14], [1.26, 0.67, -0.52], [0.17, -0.06, 0.45], [0.09, 0.14, -0.04], [-0.03, -0.03, 0.00], [0.02, 0.06, -0.04], [0.19, 0.21, 0.06], [-0.18, -0.06, -0.71], [-0.02, -0.04, 0.01], [-0.02, 0.00, 0.02], [0.00, 0.00, 0.03], [-0.01, -0.01, 0.07]], "mulliken_spin": [0.961, 0.000, 0.000, 0.000, 0.001, 0.000, 0.001, 0.003, -0.023, 0.102, 0.018, 0.001, 0.002, -0.002, 0.001, -0.003, -0.007, -0.003, 0.004, 0.000, 0.008, 0.025, -0.062, -0.019, -0.008, 0.017, 0.002, 0.000, 0.000, -0.004, 0.005, 0.000, -0.001, 0.000, 0.000, -0.001, -0.005, 0.000, 0.000, 0.001, 0.000, 0.000, 0.001, 0.000, 0.000, 0.000, 0.000, 0.000, 0.000, 0.000, 0.000, 0.000, 0.000, 0.000, 0.000, 0.000, 0.000, 0.000, 0.000, 0.000, 0.000, -0.027, 0.000, 0.000, 0.000, 0.000, 0.000, 0.000, 0.000, 0.000, 0.000, 0.000, 0.000, 0.000, 0.004, 0.000, -0.004, 0.000, -0.001, -0.001, 0.000, 0.052, 0.003, -0.031, -0.072, 0.028, 0.005, 0.002, 0.001, 0.001, 0.000, -0.001, -0.006, 0.000, 0.000, 0.000, 0.000, 0.002, 0.004, -0.001, 0.017, 0.010, 0.010, -0.008, -0.003, 0.001, -0.001, 0.000, 0.000, 0.000, 0.000, 0.000, 0.000], "multiplicity": 2, "max_force_ev_per_a": 5.52, "de_lowest_kcal_mol": 15.9}